ORCA calculation (wB97M-V/def2-TZVPD) on a cluster of 2 separate species, C6H13N2 in total at a distorted geometry.

**Maximum force**: 0.10593 hartree/bohr
**E_HOMO (alpha / beta)**: -13.07 / -16.04 eV
**ΔE to the lowest compared entry with this formula, charge and spin**: 213.3 kJ/mol
**Expectation value of S²**: 2.016

Geometry as ORCA input:
```
! RIJCOSX wB97M-V def2-TZVPD def2/J DEFGRID3
* xyz 1 3
C -2.841 1.373 0.540
C 0.106 -0.394 -0.024
C 1.157 1.491 -1.008
C 2.349 0.235 0.954
C -1.194 -2.326 -0.421
C 0.993 0.665 0.326
N -2.559 0.217 0.479
N 0.012 -1.630 -0.116
H -3.895 1.722 0.491
H -1.988 2.130 0.459
H 1.384 0.655 -1.777
H 1.818 2.285 -1.000
H 0.202 1.824 -1.357
H 2.829 -0.227 0.177
H 3.015 0.992 1.345
H 2.057 -0.521 1.676
H -1.090 -3.015 -1.346
H -2.036 -1.575 -0.765
H -1.513 -2.823 0.465
H 0.499 1.296 1.064
H 0.695 -2.374 -0.162
*
```

ORCA calculation (wB97M-V/def2-TZVPD) on the ion C6H13N2O with charge +1 at a distorted geometry.

**Maximum force**: 0.06702 hartree/bohr
**E_HOMO**: -13.11 eV
**ΔE to the lowest compared entry with this formula, charge and spin**: 208.6 kJ/mol

Geometry as ORCA input:
```
! RIJCOSX wB97M-V def2-TZVPD def2/J DEFGRID3
* xyz 1 1
C -0.135 -0.113 1.311
C 1.382 -0.377 1.425
C -1.789 -0.038 -0.607
C -1.846 0.106 -2.130
C -3.023 -0.058 0.108
C 3.458 0.443 0.276
N -0.558 -0.190 -0.082
N 2.168 -0.322 0.202
O -0.906 0.125 2.151
H 1.685 0.512 1.934
H 1.664 -1.191 2.165
H -0.917 0.162 -2.562
H -2.299 0.964 -2.493
H -2.504 -0.685 -2.627
H -2.889 0.568 1.067
H -3.381 -1.156 0.440
H -3.822 0.428 -0.503
H 4.345 -0.016 0.744
H 3.804 0.761 -0.675
H 3.101 1.356 0.876
H 0.221 -0.172 -0.683
H 2.244 -1.110 -0.336
*
```

ORCA calculation (wB97M-V/def2-TZVPD) on the ion C6H13N2O with charge +1 at a distorted geometry.

**Maximum force**: 0.09968 hartree/bohr
**E_HOMO (alpha / beta)**: -11.99 / -11.99 eV
**ΔE to the lowest compared entry with this formula, charge and spin**: 303.2 kJ/mol

Geometry as ORCA input:
```
! RIJCOSX wB97M-V def2-TZVPD def2/J DEFGRID3
* xyz 1 1
C -0.212 -1.034 -0.233
C 0.906 -0.196 -0.198
C -1.688 0.711 -0.727
C 2.147 -1.043 -0.301
C -2.506 -1.289 0.502
C 2.162 1.740 0.271
N -1.441 -0.432 -0.130
N 0.926 1.119 -0.088
O -2.803 1.383 -0.478
H -0.168 -2.121 0.017
H -0.887 1.300 -1.292
H 2.988 -0.722 0.508
H 2.740 -0.938 -1.253
H 2.092 -2.127 -0.106
H -2.033 -1.787 1.450
H -3.401 -0.709 0.815
H -2.820 -2.147 -0.249
H 2.674 1.098 0.936
H 2.803 2.039 -0.651
H 1.925 2.682 0.774
H 0.039 1.588 0.393
H -3.441 0.883 0.040
*
```

ORCA calculation (wB97M-V/def2-TZVPD) on the ion C6H13N2O2S with charge +1 at a distorted geometry.

**Maximum force**: 0.08828 hartree/bohr
**E_HOMO (alpha / beta)**: -11.18 / -11.41 eV
**ΔE to the lowest compared entry with this formula, charge and spin**: 240.2 kJ/mol

Geometry as ORCA input:
```
! RIJCOSX wB97M-V def2-TZVPD def2/J DEFGRID3
* xyz 1 1
C 2.882 -0.136 -0.186
C -1.019 1.382 0.735
C -1.157 -0.638 -0.875
C 1.003 0.912 -0.999
C 3.305 -0.680 1.094
C -2.474 -0.650 1.144
N -1.540 -0.489 -2.183
N -1.818 0.150 0.080
O 3.377 -0.113 -1.259
O 1.631 0.373 0.022
S -0.038 2.197 -0.568
H -1.691 2.155 1.244
H -0.468 0.902 1.579
H -0.779 -1.578 -0.461
H 1.520 0.919 -1.974
H 4.156 -0.044 1.458
H 3.788 -1.631 0.942
H 2.475 -0.715 1.817
H -2.184 -0.149 2.154
H -3.537 -0.654 0.917
H -2.052 -1.649 1.205
H -1.643 0.540 -2.525
H -1.098 -1.082 -2.872
H -2.637 0.682 -0.488
*
```

ORCA calculation (wB97M-V/def2-TZVPD) on a cluster of 2 separate species, C6H13N2O3S in total at a distorted geometry.

**Maximum force**: 0.06486 hartree/bohr
**E_HOMO (alpha / beta)**: -13.63 / -13.62 eV
**ΔE to the lowest compared entry with this formula, charge and spin**: 207.3 kJ/mol

Geometry as ORCA input:
```
! RIJCOSX wB97M-V def2-TZVPD def2/J DEFGRID3
* xyz 1 1
C -1.855 1.021 0.254
C 0.609 -0.573 -1.762
C 0.703 -1.226 -0.388
C 0.510 0.213 -0.544
C -0.414 -2.127 0.089
C 2.841 1.355 0.582
N -2.463 1.489 -0.783
N -2.239 1.043 1.485
O 0.406 1.886 1.435
O 0.991 2.746 -0.795
O -3.711 2.137 -0.698
S 1.118 1.730 0.199
H 1.483 -0.425 -2.385
H -0.278 -0.784 -2.343
H 1.673 -1.548 -0.021
H -0.243 -3.144 -0.255
H -1.374 -1.788 -0.295
H -0.452 -2.132 1.176
H 2.865 0.477 1.216
H 3.403 1.216 -0.331
H 3.215 2.214 1.129
H -2.138 1.340 -1.732
H -1.569 0.858 2.216
H -3.134 1.460 1.741
H -3.607 3.064 -0.968
*
```

ORCA calculation (wB97M-V/def2-TZVPD) on a cluster of 2 separate species, C6H13N2S in total at a distorted geometry.

**Maximum force**: 0.08938 hartree/bohr
**E_HOMO**: -12.97 eV
**ΔE to the lowest compared entry with this formula, charge and spin**: 185.3 kJ/mol

Geometry as ORCA input:
```
! RIJCOSX wB97M-V def2-TZVPD def2/J DEFGRID3
* xyz 1 1
C -2.777 0.259 2.479
C -2.157 0.547 1.155
C 3.230 0.022 -1.322
C 3.131 0.381 0.133
C 0.904 -0.202 -1.133
C -2.851 0.583 0.004
N -0.360 -0.564 -1.387
N 1.972 -0.555 -1.802
S 1.354 0.752 0.231
H -2.458 1.032 3.096
H -3.898 0.235 2.518
H -1.150 0.962 1.251
H 3.463 0.868 -1.882
H 3.983 -0.787 -1.590
H 3.315 -0.571 0.681
H 3.694 1.234 0.221
H -3.754 0.150 0.035
H -2.546 0.900 -0.908
H -1.038 -0.213 -0.745
H -0.641 -0.895 -2.363
H -2.490 -0.633 3.053
H 1.747 -1.005 -2.648
*
```

ORCA calculation (wB97M-V/def2-TZVPD) on the ion C6H13N2SSi with charge +1 at a distorted geometry.

**Maximum force**: 0.09657 hartree/bohr
**E_HOMO**: -14.27 eV
**ΔE to the lowest compared entry with this formula, charge and spin**: 155.7 kJ/mol

Geometry as ORCA input:
```
! RIJCOSX wB97M-V def2-TZVPD def2/J DEFGRID3
* xyz 1 1
C -2.199 1.335 -0.446
C -2.224 1.357 1.949
C -0.373 -2.307 -0.950
C 2.062 1.445 -0.821
C 0.989 -1.108 1.629
C 1.272 0.300 -1.380
N -1.392 0.450 0.140
N -1.543 0.374 1.433
Si 0.390 -0.812 -0.184
S -3.074 2.269 0.686
H -2.502 1.309 -1.528
H -2.317 1.482 2.938
H -1.149 -2.553 -0.264
H -0.755 -2.199 -2.088
H 0.318 -3.231 -1.044
H 1.407 2.138 -0.150
H 2.890 1.013 -0.269
H 2.497 2.065 -1.576
H 1.887 -1.719 1.521
H 1.244 -0.174 2.208
H 0.193 -1.697 2.175
H 0.457 0.620 -2.052
H 1.922 -0.357 -1.928
*
```

ORCA calculation (wB97M-V/def2-TZVPD) on an isolated molecule of C6H13N3 at a distorted geometry.

**Maximum force**: 0.05476 hartree/bohr
**E_HOMO**: -8.79 eV
**ΔE to the lowest compared entry with this formula, charge and spin**: 132.9 kJ/mol

Geometry as ORCA input:
```
! RIJCOSX wB97M-V def2-TZVPD def2/J DEFGRID3
* xyz 0 1
C 0.022 -0.149 -1.057
C -0.804 2.114 -1.367
C 2.057 -1.899 0.626
N -0.961 0.858 -0.651
C -1.103 1.043 0.785
N 0.014 1.113 1.577
C -0.247 -1.430 -0.327
C 0.605 -2.159 0.380
N -2.299 1.066 1.180
H -0.206 1.050 2.559
H 0.820 0.585 1.280
H -2.783 0.978 0.195
H -0.122 -0.310 -2.132
H 1.056 0.201 -0.923
H -1.276 -1.757 -0.406
H 0.237 -3.069 0.839
H -1.567 2.809 -1.022
H 0.183 2.567 -1.201
H -0.938 1.938 -2.436
H 2.416 -0.999 0.132
H 2.244 -1.809 1.698
H 2.650 -2.742 0.270
*
```

ORCA calculation (wB97M-V/def2-TZVPD) on a structure of composition C6H13N3 at a distorted geometry.

**Maximum force**: 0.13202 hartree/bohr
**E_HOMO**: -8.29 eV
**ΔE to the lowest compared entry with this formula, charge and spin**: 597.7 kJ/mol

Geometry as ORCA input:
```
! RIJCOSX wB97M-V def2-TZVPD def2/J DEFGRID3
* xyz 0 1
C 2.571 0.037 0.047
C 1.114 -0.423 -0.174
C 0.047 0.324 0.186
C -0.003 1.765 0.831
C -1.319 -0.138 -0.243
C -2.089 0.961 -0.884
H 2.800 1.221 -0.231
H 3.048 -0.148 1.086
H 3.292 -0.598 -0.555
H 1.782 -1.936 -1.363
H 0.158 -2.029 -1.520
H -0.498 2.561 -0.008
H 1.025 2.248 1.118
H -0.789 1.896 1.590
H -2.942 0.258 -1.120
H -2.242 1.844 -0.401
H -1.745 1.042 -1.907
H -1.845 -2.120 2.015
H -0.235 -1.620 1.074
N 1.114 -1.800 -0.594
N -1.998 -1.249 0.124
N -1.247 -2.096 0.927
*
```

ORCA calculation (wB97M-V/def2-TZVPD) on an isolated molecule of C6H13N3 at a distorted geometry.

**Maximum force**: 0.08466 hartree/bohr
**E_HOMO**: -7.72 eV
**ΔE to the lowest compared entry with this formula, charge and spin**: 345.9 kJ/mol

Geometry as ORCA input:
```
! RIJCOSX wB97M-V def2-TZVPD def2/J DEFGRID3
* xyz 0 1
C -0.915 -0.530 -2.226
C -0.336 -1.328 -1.003
C -0.507 -0.333 0.249
C 1.903 0.641 0.056
C 1.884 1.880 0.961
C 0.714 1.346 1.740
H -1.872 -0.066 -1.964
H -1.158 -1.215 -3.160
H -0.134 0.182 -2.562
H -0.890 -2.240 -0.702
H 0.696 -1.548 -1.198
H -3.336 -1.225 0.852
H -2.419 -2.285 0.869
H 2.661 -0.101 0.508
H 1.910 0.703 -1.082
H 1.789 2.922 0.679
H 2.761 1.810 1.646
H -0.100 2.081 1.816
H 0.898 0.685 2.615
N -1.573 -0.407 0.951
N -2.474 -1.393 0.371
N 0.498 0.420 0.583
*
```

ORCA calculation (wB97M-V/def2-TZVPD) on an isolated molecule of C6H13N3SSi at a distorted geometry.

**Maximum force**: 0.07118 hartree/bohr
**E_HOMO**: -7.79 eV
**ΔE to the lowest compared entry with this formula, charge and spin**: 73.0 kJ/mol

Geometry as ORCA input:
```
! RIJCOSX wB97M-V def2-TZVPD def2/J DEFGRID3
* xyz 0 1
C 2.763 2.058 -0.254
C 2.731 -0.160 -0.233
C -1.640 1.471 0.182
C -1.183 -1.352 -1.577
C -2.664 -1.295 1.164
C 0.393 -0.563 1.042
N 1.633 1.691 0.234
N 3.520 1.004 -0.563
N 1.572 0.356 0.229
Si -1.280 -0.430 0.050
S 3.164 -1.753 -0.526
H 2.942 3.077 -0.681
H -1.345 1.878 1.179
H -1.074 1.975 -0.553
H -2.639 1.632 -0.038
H -0.284 -1.826 -1.811
H -2.005 -1.967 -1.488
H -1.480 -0.582 -2.274
H -2.826 -2.397 0.974
H -2.313 -1.056 2.226
H -3.607 -0.878 0.850
H 0.443 -0.260 2.058
H 0.870 -1.524 1.005
H 4.310 0.902 -1.194
*
```